The ion C4H8NO2 with charge -1 in a non-equilibrium geometry, computed with ωB97M-V/def2-TZVPD.

- SMILES string = N[C@H](C[O-])CC=O
- ΔE to the lowest compared entry with this formula, charge and spin (kJ/mol) = 387.0
- E_tot (hartree) = -362.37682
- Kohn-Sham gap (eV) = 6.41
- charge = -1

Geometry (Å):
N  1.2424  0.7628  -1.0520
O  -0.7573  -1.5699  -1.8345
H  1.4481  1.7536  -0.7581
C  -0.5367  0.8220  0.5646
H  1.1505  -1.8072  -1.5525
H  0.6292  0.9490  -1.8901
C  0.2500  -1.5073  -1.0110
H  -2.1505  -0.2653  1.7515
H  1.3567  -0.5480  0.7444
O  -1.0025  0.8335  2.9154
H  0.0143  1.7362  0.8086
C  0.5745  -0.1509  0.0099
H  -1.0977  0.9270  -0.3150
C  -1.2753  0.3411  1.8145
H  0.1542  -2.2765  -0.1957

=====

An isolated molecule of C4H8NO2 in a non-equilibrium geometry, computed with ωB97M-V/def2-TZVPD.

- spin multiplicity = 2
- ΔE to the lowest compared entry with this formula, charge and spin (kJ/mol) = 96.4
- E_tot (hartree) = -362.35654
- Kohn-Sham gap (alpha / beta) (eV) = 11.32 / 6.86

Geometry (Å):
C  -0.3657  -2.0169  -0.6259
H  0.3615  -0.2638  -1.3411
H  -1.5641  -0.4865  0.7606
H  -1.6023  0.8145  -0.5189
N  0.5742  -0.9249  -0.5859
H  1.1429  1.8775  -0.8539
O  -0.6711  -2.5693  0.4026
H  0.5674  -0.2545  1.4411
C  0.3067  0.1152  0.4564
C  1.2353  1.3168  0.0818
H  1.3385  2.1322  0.8000
H  2.1729  0.7138  0.1083
C  -1.2437  0.4992  0.4643
O  -0.7933  -2.1837  -1.8270
H  -1.4593  1.2304  1.2375

=====

The ion C4H8NO2 with charge +1 in a non-equilibrium geometry, computed with ωB97M-V/def2-TZVPD.

- ΔE to the lowest compared entry with this formula, charge and spin (kJ/mol) = 587.9
- E_tot (hartree) = -361.98955
- Kohn-Sham gap (alpha / beta) (eV) = 8.21 / 8.22
- charge = +1

Geometry (Å):
H  -0.7034  2.0194  0.2156
N  1.3344  -0.7353  1.4363
H  0.4630  -1.2542  1.4158
H  0.6980  1.8952  -2.1449
H  1.5285  -0.3380  2.3649
H  -0.6449  -1.3665  -1.2642
C  0.8410  0.6892  -0.6644
C  1.5179  0.2887  0.4113
C  -1.5146  -1.0326  -0.7774
O  -1.4329  0.0261  0.1796
H  -1.8512  -1.9048  -0.1556
C  -0.5277  0.9137  -0.1590
H  2.0155  -1.4910  1.3091
O  1.3332  1.2571  -1.7163
H  -2.4460  -0.7759  -1.4394

=====

A cluster of 2 separate species, C4H8NO2 in total in a non-equilibrium geometry, computed with ωB97M-V/def2-TZVPD.

- ΔE to the lowest compared entry with this formula, charge and spin (kJ/mol) = 278.2
- E_tot (hartree) = -362.10750
- Kohn-Sham gap (eV) = 6.59
- charge = +1

Geometry (Å):
C  -1.5482  -1.8916  0.2022
H  -1.4172  2.3350  0.8557
H  -0.0112  -1.9022  -1.1922
N  -0.9049  2.3193  -0.0167
H  2.1378  -0.9081  -1.5601
H  -0.3513  3.1636  -0.0954
H  1.6027  0.6125  1.4294
H  -2.1033  -2.5687  -0.4239
H  -1.5525  2.2748  -0.7919
C  -0.2939  -1.4667  -0.2353
C  2.0278  -0.3453  -0.6283
C  0.8041  -0.5694  0.2206
O  0.7825  0.0564  1.3277
O  2.8248  0.4545  -0.2190
H  -1.9975  -1.5640  1.1273

=====

The ion C4H8NO2 with charge +1 in a non-equilibrium geometry, computed with ωB97M-V/def2-TZVPD.

- ΔE to the lowest compared entry with this formula, charge and spin (kJ/mol) = 487.5
- E_tot (hartree) = -362.02779
- Kohn-Sham gap (alpha / beta) (eV) = 9.19 / 9.19
- charge = +1

Geometry (Å):
H  -1.9258  0.4863  0.2998
H  1.0504  -1.5463  0.8314
N  0.2931  0.3756  -0.0966
C  1.4147  -0.5010  0.5440
H  -1.1031  -1.1813  0.2827
O  3.4921  -0.3416  -2.2487
H  -0.7824  -0.1042  1.7513
C  0.3827  0.5958  -1.4666
O  2.6241  -0.4759  -0.1535
H  1.7305  0.1309  1.3762
C  -0.9707  -0.1313  0.5773
H  -0.3165  0.0685  -2.0708
H  0.6672  1.5509  -1.5995
C  2.7270  -0.2510  -1.3663
H  0.3894  1.2617  0.4335

=====

A structure of composition C4H8NO2 in a non-equilibrium geometry, computed with ωB97M-V/def2-TZVPD.

- ΔE to the lowest compared entry with this formula, charge and spin (kJ/mol) = 330.7
- E_tot (hartree) = -362.08753
- Kohn-Sham gap (eV) = 9.65
- charge = +1

Geometry (Å):
O  -1.0356  -1.1018  -0.5136
H  -0.8712  0.1710  -2.9753
H  0.3510  -2.3416  0.6568
H  1.4346  -0.4833  1.4025
H  0.7459  2.3528  1.0753
C  0.3644  -0.2445  1.1903
H  0.2347  2.4562  -0.7541
C  -0.4159  -1.4573  0.7308
H  -1.3001  -1.9257  1.3957
H  0.9765  -0.7100  -1.2530
N  0.2404  0.6938  0.0826
O  -0.7610  0.5893  -2.1747
C  0.3883  1.9354  0.1215
H  -0.0611  0.1389  2.0895
C  -0.2911  -0.0734  -1.0743

=====

A structure of composition C4H8NO2 in a non-equilibrium geometry, computed with ωB97M-V/def2-TZVPD.

- ΔE to the lowest compared entry with this formula, charge and spin (kJ/mol) = 389.0
- E_tot (hartree) = -362.06532
- Kohn-Sham gap (eV) = 10.41
- charge = +1

Geometry (Å):
H  -0.7862  -1.2180  1.2796
H  1.4402  0.0074  0.8135
C  -0.4839  0.5550  0.1907
N  0.0754  -0.7327  0.7086
H  0.6892  -1.1400  -1.2801
O  -2.6262  -0.3186  -0.0285
O  1.7386  1.0997  0.2992
H  -2.1453  1.4001  -0.9027
H  0.3053  2.5562  -0.3853
C  0.4729  1.4700  -0.0063
C  0.3412  -1.6892  -0.3997
C  -1.9212  0.6106  -0.2086
H  1.1510  -2.3240  0.0345
H  2.2653  1.8945  0.5316
H  -0.5161  -2.1712  -0.6463

=====

An isolated molecule of C4H8NO2S in a non-equilibrium geometry, computed with ωB97M-V/def2-TZVPD.

- spin multiplicity = 2
- ΔE to the lowest compared entry with this formula, charge and spin (kJ/mol) = 293.7
- E_tot (hartree) = -760.47459
- Kohn-Sham gap (alpha / beta) (eV) = 9.70 / 6.58

Geometry (Å):
O  -0.3359  -1.0119  2.6312
H  -0.9751  -2.1455  1.1023
H  -0.8826  1.0000  0.6199
O  -0.3552  0.9054  -2.4715
C  -0.6013  -1.1529  1.4639
H  1.0684  -1.2200  -0.5087
C  0.7957  -0.1188  -0.3925
H  -1.7975  1.7072  -1.1702
N  -1.7603  -0.4138  -0.6683
S  2.0646  0.5524  0.6683
H  -2.3614  0.5259  -2.6228
C  -1.5716  0.7432  -1.8561
H  0.8486  0.3376  -1.3787
H  -1.4220  -1.2468  -1.1758
C  -0.6733  -0.0371  0.2637
H  2.6402  -0.6543  0.9680

=====

A structure of composition C4H8NO3 in a non-equilibrium geometry, computed with ωB97M-V/def2-TZVPD.

- ΔE to the lowest compared entry with this formula, charge and spin (kJ/mol) = 765.7
- E_tot (hartree) = -437.51386
- Kohn-Sham gap (eV) = 4.52
- charge = -1

Geometry (Å):
O  -3.4897  -0.0225  0.2340
O  2.8874  -0.8918  -1.6309
H  0.3245  1.1591  -0.5320
C  -2.2672  0.0774  -0.3666
C  -1.1959  0.3393  0.7665
O  3.0114  -0.1642  0.7057
H  -1.8482  -0.8849  -0.9888
H  -1.3947  1.2623  1.3856
H  0.5809  -1.4423  -0.8771
H  0.9680  0.7365  1.1035
C  0.2790  0.3539  0.3390
H  -1.3994  -0.3878  1.5905
C  2.4857  -0.6299  -0.4596
N  0.9081  -0.9096  -0.0663
H  2.3782  0.5078  -0.1540
H  -2.2281  0.8968  -1.0493

=====

A cluster of 2 separate species, C4H8NO3 in total in a non-equilibrium geometry, computed with ωB97M-V/def2-TZVPD.

- ΔE to the lowest compared entry with this formula, charge and spin (kJ/mol) = 109.2
- E_tot (hartree) = -437.76389
- Kohn-Sham gap (eV) = 7.00
- charge = -1

Geometry (Å):
O  -2.5050  -0.4907  -2.3024
H  0.2382  0.8922  -3.0943
H  -0.3672  -1.2903  2.8807
H  -0.7533  1.1306  -1.7275
C  -1.3915  -0.6868  -2.8325
H  -0.1885  0.8276  0.5169
H  0.4829  -0.2735  -1.8100
O  -1.0333  -1.5603  -3.6505
C  1.0969  -0.1211  1.9063
C  -0.2800  0.3363  -2.2957
N  0.6057  -1.1030  2.6914
H  0.8788  1.9007  1.4249
O  2.3039  -0.0551  1.7096
H  -0.5795  1.2834  2.2016
H  1.2692  -1.8349  2.8757
C  0.2228  1.0448  1.5059

=====

A cluster of 2 separate species, C4H8NO3 in total, computed with ωB97M-V/def2-TZVPD.

- ΔE to the lowest compared entry with this formula, charge and spin (kJ/mol) = 40.1
- E_tot (hartree) = -437.79019
- Kohn-Sham gap (eV) = 7.98
- charge = -1

Geometry (Å):
C  -0.6024  -2.4162  -0.3982
O  2.2175  2.6062  -0.4953
H  0.8347  -0.0347  0.5688
C  1.5052  1.8706  0.1787
C  -1.9566  -1.9955  -1.0254
H  0.5047  3.5005  1.0843
O  -0.6560  -3.3034  0.4738
H  -1.7495  -1.6400  -2.0383
O  0.3984  -1.7919  -0.8420
C  0.5608  2.4235  1.2101
H  -0.4268  1.9714  1.1278
H  0.9448  2.2450  2.2080
H  -2.6238  -2.8536  -1.0152
N  1.5171  0.5341  0.0936
H  1.9058  0.0961  -0.7260
H  -2.3738  -1.2122  -0.4048

=====

A cluster of 2 separate species, C4H8NO3 in total in a non-equilibrium geometry, computed with ωB97M-V/def2-TZVPD.

- ΔE to the lowest compared entry with this formula, charge and spin (kJ/mol) = 143.3
- E_tot (hartree) = -437.75089
- Kohn-Sham gap (eV) = 7.69
- charge = -1

Geometry (Å):
H  1.5798  0.7433  -0.3064
O  0.7078  1.4315  1.9446
H  -0.8081  0.5917  -0.7655
H  -1.4433  -0.9157  1.1899
H  -1.2846  -1.0793  -1.1612
H  0.4389  -0.8748  1.7338
H  -1.1442  0.1129  -2.4479
H  -0.8672  -0.4937  3.0427
O  1.1271  -1.2597  -2.7171
C  -0.6945  -0.2069  -1.5521
C  -0.4385  0.9386  1.8035
C  -0.6575  -0.5556  1.9041
H  2.6019  0.3486  -1.6299
N  1.6959  0.1816  -1.1149
O  -1.5507  1.5953  1.8874
C  0.7372  -0.5578  -1.8108

=====

The ion C4H8NO3 with charge -1 in a non-equilibrium geometry, computed with ωB97M-V/def2-TZVPD.

- SMILES string = C[C@@H](CO)NC(=O)[O-]
- ΔE to the lowest compared entry with this formula, charge and spin (kJ/mol) = 239.2
- E_tot (hartree) = -437.71438
- Kohn-Sham gap (eV) = 7.81
- charge = -1

Geometry (Å):
C  -0.1339  -0.3181  -1.0150
O  -0.0539  1.2447  1.3817
H  -1.2204  -1.2406  0.5533
H  1.3661  -1.2193  -2.1733
C  0.2063  -1.0734  -2.2512
O  -2.0873  0.5678  -0.1151
H  -1.4311  1.1495  0.3050
H  -0.3811  -2.0229  -2.2300
C  -1.5034  -0.6822  -0.3027
O  1.9990  0.4256  1.6816
H  -0.3107  0.7921  -1.1690
H  1.7180  -1.0079  -0.0652
C  0.9771  0.5405  1.0289
N  0.8761  -0.4889  0.1090
H  -0.0663  -0.4738  -3.1016
H  -1.9474  -1.2604  -1.2281

=====

A cluster of 2 separate species, C4H8NO3 in total in a non-equilibrium geometry, computed with ωB97M-V/def2-TZVPD.

- ΔE to the lowest compared entry with this formula, charge and spin (kJ/mol) = 55.5
- E_tot (hartree) = -437.78435
- Kohn-Sham gap (eV) = 8.27
- charge = -1

Geometry (Å):
O  -3.3911  -0.3570  -0.2462
H  -0.2854  0.1064  -0.4779
C  -2.3638  0.5093  -2.2088
H  -1.1923  0.0113  0.8846
N  -1.2157  0.2490  -0.0972
H  -2.8373  1.4659  -2.3574
O  2.3510  0.1502  -0.4546
O  1.0314  -0.3810  1.2748
H  3.3408  0.6120  2.3557
H  4.2836  -0.1691  1.0206
C  -2.3715  0.0891  -0.7693
C  3.3963  -0.2175  1.6511
H  -2.9414  -0.2018  -2.7884
C  2.1449  -0.1354  0.7529
H  -1.4247  0.3411  -2.7405
H  3.5189  -1.1994  2.1173

=====

A cluster of 2 separate species, C4H8NO3 in total in a non-equilibrium geometry, computed with ωB97M-V/def2-TZVPD.

- spin multiplicity = 2
- ΔE to the lowest compared entry with this formula, charge and spin (kJ/mol) = 40.6
- E_tot (hartree) = -437.63110
- Kohn-Sham gap (alpha / beta) (eV) = 10.08 / 5.40

Geometry (Å):
C  -0.9863  -2.2084  -2.1843
N  0.6234  1.8442  0.0127
C  -0.3662  -1.2759  -1.0936
C  0.4507  0.7492  2.2455
O  0.5151  -0.4893  -1.5677
C  0.5830  1.9616  1.3825
H  0.6381  -0.2302  1.7522
H  1.1497  0.8156  3.0957
H  0.7998  2.6979  -0.4873
H  -2.0663  -2.0431  -2.0299
H  -0.5387  0.6388  2.7565
O  0.7303  3.0755  1.8511
H  -0.6354  -3.2284  -2.0930
H  -0.6748  -1.8864  -3.1681
O  -0.6676  -1.4273  0.0736
H  0.4452  1.0062  -0.5458

=====

A cluster of 2 separate species, C4H8NO4 in total, computed with ωB97M-V/def2-TZVPD.

- ΔE to the lowest compared entry with this formula, charge and spin (kJ/mol) = 43.6
- E_tot (hartree) = -513.04121
- Kohn-Sham gap (eV) = 8.67
- charge = -1

Geometry (Å):
C  -0.7810  0.4545  -1.5581
O  -1.9419  -2.1691  0.0422
C  -0.8079  -1.9745  0.4543
H  -0.1370  -2.7830  0.7861
H  -1.8400  0.4322  0.3000
C  -0.1021  1.6899  0.5068
H  0.8144  -0.7543  0.6464
O  1.1505  1.6043  0.6756
C  -0.8137  0.4179  -0.0119
H  2.1301  0.4480  1.2498
H  -1.7924  0.3260  -1.9523
O  2.6229  -0.4428  1.2302
H  -0.4065  1.4255  -1.8841
H  3.1301  -0.2581  0.4330
O  -0.8195  2.6890  0.6258
H  -0.2094  -0.3189  -2.0779
N  -0.1967  -0.7867  0.5343